Density functional theory data (the ωB97M-V functional and the def2-TZVPD basis) for C4H8O2 in the gas phase.

XYZ file:
```
14
Properties=species:S:1:pos:R:3:forces:R:3
C 1.859578 0.272403 -0.776939 0.0 -0.1 -0.1
C 0.757617 -0.225828 0.134749 0.0 0.2 0.3
O 0.815033 0.004189 1.326434 0.0 -0.2 -0.3
C -0.504699 -0.872073 -0.431529 0.1 0.0 -0.1
C -1.680476 0.028966 -0.043635 -0.1 -0.3 0.1
O -1.488379 1.343504 -0.535484 0.1 0.2 0.2
H 2.837717 0.049126 -0.340920 -0.2 0.0 0.0
H 1.794475 -0.115738 -1.793623 0.0 0.0 0.1
H 1.770410 1.365586 -0.819259 0.0 -0.2 0.0
H -0.461126 -0.989021 -1.518162 0.1 0.1 0.1
H -0.633623 -1.866346 0.016190 0.1 0.2 0.0
H -1.788209 0.023917 1.048546 0.0 0.0 -0.2
H -2.610565 -0.338233 -0.484046 0.1 0.0 0.0
H -0.881071 1.786726 0.070777 -0.1 0.0 -0.1
```
Positions in Å, forces in eV/Å.

Values from the calculation:
M   88.1 g mol⁻¹
LUMO level   0.9 eV
HOMO   -9.83 eV
2S+1   1
Maximum force   0.39 eV/A
SMILES   CC(=O)CCO
Energy above the lowest of the compared OMol25 structures with the same formula, charge and spin   91.2 kJ/mol
Orbital gap   10.77 eV
DFT total energy   -8372.336 eV

Here are the natural (NBO) charges for atoms 1 to 2, given in e: number 1, C, carries -0.722; number 2, C, carries 0.602


Density functional theory data (the ωB97M-V functional and the def2-TZVPD basis) for 2 unconnected molecules or ions with the total composition C4H8O2 in a non-equilibrium geometry.

XYZ file:
```
14
Properties=species:S:1:pos:R:3:forces:R:3
C -0.281198 -1.787509 -0.242996 0.4 -0.7 0.4
C 0.347311 -0.671599 0.094072 1.1 -0.1 1.4
C 1.308106 -0.498650 1.207037 2.8 0.7 -1.7
C 1.945486 0.682686 1.497263 -0.8 -2.5 1.3
O 1.788743 -1.683156 1.777513 -1.3 0.7 0.0
H 0.260459 -2.751028 -0.106829 -1.4 0.5 0.5
H -1.321368 -1.586265 -0.509032 0.5 -1.0 -1.2
H 0.092720 0.192607 -0.443333 -0.9 1.6 0.1
H 2.569548 0.657565 2.458760 -0.7 0.6 -1.9
H 1.747736 1.512262 0.843979 0.0 0.6 0.5
H 1.746811 -1.491316 2.714227 0.3 -0.5 0.5
O -4.031830 3.083301 -3.389473 0.1 0.3 -0.7
H -3.761565 3.401588 -4.270929 -0.3 -0.2 0.6
H -3.307887 2.513857 -3.123431 0.1 -0.1 0.1
```
Positions in Å, forces in eV/Å.

Values from the calculation:
M   88.1 g mol⁻¹
LUMO level   0.6 eV
HOMO   -8.54 eV
2S+1   1
Maximum force   3.35 eV/A
SMILES   C=CC(=C)O.O
Energy above the lowest of the compared OMol25 structures with the same formula, charge and spin   316.7 kJ/mol
Orbital gap   9.11 eV
DFT total energy   -8369.999 eV

Here are the natural (NBO) charges for atoms 1 to 2, given in e: number 1, C, carries -0.382; number 2, C, carries -0.248


Density functional theory data (the ωB97M-V functional and the def2-TZVPD basis) for 2 unconnected molecules or ions with the total composition C4H8O2.

XYZ file:
```
14
Properties=species:S:1:pos:R:3:forces:R:3
C 0.700990 -1.554784 0.754782 0.0 0.1 -0.1
C 0.819553 -0.313883 1.209084 0.1 -0.2 0.1
C 0.460480 0.881107 0.450551 0.0 0.1 0.0
C 0.677355 2.115984 0.894223 0.1 -0.1 0.1
O -0.115284 0.613254 -0.763897 0.0 0.1 0.0
H 0.327464 -1.747632 -0.239588 0.0 -0.1 -0.1
H 0.986615 -2.403949 1.359210 0.0 0.0 0.0
H 1.211826 -0.143634 2.204013 0.0 0.1 0.0
H 0.409775 2.991056 0.323358 0.0 0.1 -0.1
H 1.146246 2.244896 1.857143 0.0 0.1 0.0
H -0.236156 1.447465 -1.230723 -0.1 0.0 -0.1
O -1.872034 -1.453872 -1.905917 0.1 0.1 0.0
H -2.529618 -1.837165 -1.320747 0.0 0.0 0.1
H -1.400715 -0.788090 -1.380120 -0.1 -0.1 -0.1
```
Positions in Å, forces in eV/Å.

Values from the calculation:
M   88.1 g mol⁻¹
LUMO level   0.7 eV
HOMO   -9.00 eV
2S+1   1
Maximum force   0.29 eV/A
SMILES   C=CC(=C)O.O
Energy above the lowest of the compared OMol25 structures with the same formula, charge and spin   165.9 kJ/mol
Orbital gap   9.74 eV
DFT total energy   -8371.563 eV

Here are the natural (NBO) charges for atoms 1 to 2, given in e: number 1, C, carries -0.354; number 2, C, carries -0.254


Density functional theory data (the ωB97M-V functional and the def2-TZVPD basis) for C4H8O2 in the gas phase in a non-equilibrium geometry.

XYZ file:
```
14
Properties=species:S:1:pos:R:3:forces:R:3
O -1.508851 -1.398258 1.467784 -0.1 0.5 0.0
C -0.407266 -1.276476 0.585994 0.4 -0.1 -0.4
C 0.388564 0.012959 0.607921 0.4 -0.2 -0.3
C 1.246035 0.318291 -0.722005 -0.1 -0.7 1.1
C 0.139735 1.201809 -0.229364 0.2 0.2 0.1
O -0.995052 1.225918 -1.036386 -0.1 0.3 -0.3
H -2.223307 -0.825626 1.164214 0.1 0.0 0.0
H -0.693295 -1.465240 -0.453230 -0.1 -0.2 0.1
H 0.283110 -2.059780 0.911894 -0.1 0.0 -0.2
H 0.743864 0.263222 1.620792 0.4 -0.2 -0.7
H 0.992587 -0.277006 -1.619800 -0.2 0.2 0.9
H 2.320299 0.504953 -0.707387 -0.4 0.4 0.4
H 0.371532 2.151868 0.256622 0.1 -0.1 -0.2
H -0.657955 1.623367 -1.847046 -0.6 0.0 -0.2
```
Positions in Å, forces in eV/Å.

Values from the calculation:
M   88.1 g mol⁻¹
LUMO level   0.9 eV
HOMO   -9.88 eV
2S+1   1
Maximum force   1.26 eV/A
SMILES   OC[C@H]1C[C@H]1O
Energy above the lowest of the compared OMol25 structures with the same formula, charge and spin   219.3 kJ/mol
Orbital gap   10.74 eV
DFT total energy   -8371.008 eV

Here are the natural (NBO) charges for atoms 1 to 2, given in e: number 1, O, carries -0.716; number 2, C, carries -0.065


Density functional theory data (the ωB97M-V functional and the def2-TZVPD basis) for 2 unconnected molecules or ions with the total composition C4H8O2.

XYZ file:
```
14
Properties=species:S:1:pos:R:3:forces:R:3
C -1.517832 -0.205424 0.829935 0.0 -0.1 0.0
C -0.861547 0.449056 -0.353872 0.1 -0.1 -0.2
C -0.179422 -0.169699 -1.319795 -0.1 0.4 0.1
O 0.076020 -1.501503 -1.431945 -0.1 -0.2 0.2
H -1.213253 -1.251099 0.966788 0.0 0.1 0.0
H -1.263308 0.320990 1.756622 0.0 -0.1 -0.1
H -2.610983 -0.195697 0.741666 0.2 0.0 0.0
H -0.951228 1.528310 -0.439219 0.0 -0.2 0.0
H 0.271973 0.374556 -2.144373 -0.1 0.0 0.1
H -0.395210 -1.974898 -0.733247 0.1 0.0 -0.1
C 2.157616 0.653645 0.529176 0.1 0.3 0.0
O 2.437101 1.823087 0.598387 -0.1 -0.5 0.0
H 1.594703 0.129735 1.328368 0.1 0.1 0.0
H 2.455370 0.018941 -0.328490 0.0 0.1 0.1
```
Positions in Å, forces in eV/Å.

Values from the calculation:
M   88.1 g mol⁻¹
LUMO level   0.7 eV
HOMO   -9.04 eV
2S+1   1
Maximum force   0.51 eV/A
SMILES   C/C=C\O.C=O
Energy above the lowest of the compared OMol25 structures with the same formula, charge and spin   216.2 kJ/mol
Orbital gap   9.69 eV
DFT total energy   -8371.041 eV

Here are the natural (NBO) charges for atoms 1 to 2, given in e: number 1, C, carries -0.650; number 2, C, carries -0.316


Density functional theory data (the ωB97M-V functional and the def2-TZVPD basis) for 2 unconnected molecules or ions with the total composition C4H8O2.

XYZ file:
```
14
Properties=species:S:1:pos:R:3:forces:R:3
C 0.899643 -0.904948 -1.521076 0.2 -0.1 -0.2
O 1.501209 -0.158798 -0.628062 -0.2 -0.1 0.1
C 1.026578 1.035444 -0.330088 0.0 0.2 -0.1
C -1.044679 0.273463 0.238224 -0.3 -0.2 -0.1
O -1.874862 1.114099 -0.047105 0.2 -0.2 0.0
C -0.927077 -0.324272 1.619517 -0.1 0.1 0.1
H 1.299669 -1.902806 -1.635251 0.0 0.1 0.1
H -0.580375 -0.417817 -0.575264 -0.1 0.2 0.1
H 0.370601 -0.410382 -2.328249 0.1 0.0 0.0
H 1.558165 1.547713 0.462342 0.0 -0.1 -0.1
H 0.525384 1.585422 -1.119995 0.1 0.0 0.1
H -1.351382 0.366123 2.349597 0.1 0.0 0.0
H 0.113881 -0.552457 1.870579 -0.2 -0.1 -0.1
H -1.516755 -1.250785 1.644832 0.2 0.1 0.0
```
Positions in Å, forces in eV/Å.

Values from the calculation:
M   88.1 g mol⁻¹
LUMO level (alpha / beta)   -0.1 / 0.0 eV
HOMO (alpha / beta)   -8.01 / -8.04 eV
2S+1   1
Maximum force   0.33 eV/A
Energy above the lowest of the compared OMol25 structures with the same formula, charge and spin   488.4 kJ/mol
Orbital gap (alpha / beta)   7.90 / 7.99 eV
DFT total energy   -8368.219 eV

Here are the natural (NBO) charges for atoms 1 to 2, given in e: number 1, C, carries -0.141; number 2, O, carries -0.344


Density functional theory data (the ωB97M-V functional and the def2-TZVPD basis) for a molecular structure, C4H8O2P2 in a non-equilibrium geometry.

XYZ file:
```
16
Properties=species:S:1:pos:R:3:forces:R:3
C -0.594283 -0.280992 0.546215 -0.3 -1.1 0.8
C 1.042021 0.993316 -0.942335 -2.2 1.2 1.9
C -1.593440 0.797262 0.748077 -0.9 -1.0 1.2
C 2.171067 0.513115 -1.774369 1.1 1.5 -0.4
O 0.318154 -0.200348 -0.476913 1.2 0.7 -0.8
O 0.672717 2.108835 -0.637485 1.1 -2.1 -0.8
P -0.255087 -1.447067 1.858023 2.0 -0.6 -0.3
P -1.856296 -2.342936 0.769979 0.4 0.2 -0.9
H -1.354354 1.578742 0.128387 0.2 1.8 -1.7
H -2.592378 0.412832 0.500833 0.1 0.4 0.3
H -1.553847 1.229923 1.768859 -0.2 -0.6 -0.4
H 1.991168 -0.498925 -1.812444 -0.5 -2.4 -1.2
H 2.311235 1.041137 -2.760585 -0.4 -0.6 1.2
H 3.145315 0.469417 -1.256231 -0.5 0.9 0.2
H -0.804811 -0.864975 2.969364 -0.8 0.6 0.6
H -1.047180 -3.509336 0.370624 -0.4 0.9 0.1
```
Positions in Å, forces in eV/Å.

Values from the calculation:
M   150.1 g mol⁻¹
LUMO level (alpha / beta)   -0.2 / -0.2 eV
HOMO (alpha / beta)   -8.03 / -8.03 eV
2S+1   1
Maximum force   3.17 eV/A
Energy above the lowest of the compared OMol25 structures with the same formula, charge and spin   134.0 kJ/mol
Orbital gap (alpha / beta)   7.87 / 7.87 eV
DFT total energy   -26947.154 eV

Here are the natural (NBO) charges for atoms 1 to 2, given in e: number 1, C, carries 0.077; number 2, C, carries 0.817


Density functional theory data (the ωB97M-V functional and the def2-TZVPD basis) for C4H8O2S in the gas phase in a non-equilibrium geometry.

XYZ file:
```
15
Properties=species:S:1:pos:R:3:forces:R:3
C 0.385812 1.486476 -0.171328 -0.9 -0.1 -0.7
C 0.095389 0.189372 0.582439 1.2 0.9 1.1
C 0.724490 -1.065297 0.022253 0.5 -0.2 1.1
O 2.146979 -0.891275 -0.016098 -0.6 -0.2 -0.4
O -1.280081 -0.072011 0.906496 0.2 0.1 0.1
C -2.095379 -0.155606 -0.126852 -0.3 0.1 0.5
S -3.664175 -0.442962 -0.006854 -0.5 -0.1 0.0
H 0.011717 1.497845 -1.225904 0.3 0.0 0.8
H -0.034903 2.347013 0.362954 0.0 -0.2 -0.1
H 1.460528 1.603754 -0.189776 0.3 0.0 -0.1
H 0.572648 0.353063 1.575157 -0.4 -0.3 -0.5
H 0.471365 -1.855456 0.737806 0.0 -0.1 -0.1
H 0.312581 -1.358596 -0.921832 -0.2 0.0 -0.9
H 2.492377 -1.664116 -0.478792 0.2 0.2 0.1
H -1.599349 0.027796 -1.049670 0.2 0.1 -1.0
```
Positions in Å, forces in eV/Å.

Values from the calculation:
M   120.2 g mol⁻¹
LUMO level   0.6 eV
HOMO   -8.83 eV
2S+1   1
Maximum force   1.85 eV/A
SMILES   C[C@H](CO)OC=S
Energy above the lowest of the compared OMol25 structures with the same formula, charge and spin   150.6 kJ/mol
Orbital gap   9.39 eV
DFT total energy   -19206.838 eV

Here are the natural (NBO) charges for atoms 1 to 2, given in e: number 1, C, carries -0.648; number 2, C, carries 0.071


Density functional theory data (the ωB97M-V functional and the def2-TZVPD basis) for C4H8O2S in the gas phase in a non-equilibrium geometry.

XYZ file:
```
15
Properties=species:S:1:pos:R:3:forces:R:3
C -1.548852 -0.436203 -0.063738 1.3 0.4 0.4
C -0.857288 0.904758 -0.393901 0.5 -1.6 -2.1
O 0.232715 1.210172 0.447121 -0.8 -0.2 0.4
C 1.541367 1.074965 -0.014710 -1.0 0.4 -1.9
S 2.052925 -0.663730 -0.291016 -0.7 -0.2 0.3
C 0.568754 -1.540964 0.414698 -0.5 1.1 -0.1
O -0.644142 -1.502306 -0.331144 0.1 0.0 0.3
H -1.803213 -0.376285 0.998699 0.0 -0.3 0.2
H -2.489483 -0.650189 -0.606644 0.7 0.4 -0.1
H -0.472715 0.821492 -1.462372 -0.7 0.4 1.0
H -1.597384 1.650251 -0.266344 -0.6 1.2 -0.1
H 2.023923 1.649094 0.717468 1.6 0.1 1.1
H 1.726626 1.625575 -0.989122 -0.4 -0.7 0.8
H 0.821275 -2.572033 0.386747 0.6 -0.8 0.1
H 0.445490 -1.194595 1.454254 -0.2 -0.1 -0.4
```
Positions in Å, forces in eV/Å.

Values from the calculation:
M   120.2 g mol⁻¹
LUMO level   0.9 eV
HOMO   -8.89 eV
2S+1   1
Maximum force   2.67 eV/A
SMILES   C1COCSCO1
Energy above the lowest of the compared OMol25 structures with the same formula, charge and spin   195.2 kJ/mol
Orbital gap   9.84 eV
DFT total energy   -19206.375 eV

Here are the natural (NBO) charges for atoms 1 to 2, given in e: number 1, C, carries -0.089; number 2, C, carries -0.093


Density functional theory data (the ωB97M-V functional and the def2-TZVPD basis) for 2 unconnected molecules or ions with the total composition C4H8O2S in a non-equilibrium geometry.

XYZ file:
```
15
Properties=species:S:1:pos:R:3:forces:R:3
C 1.152931 1.397173 0.663827 0.6 0.4 1.3
C -2.758840 0.596436 -0.024828 -0.6 0.7 -0.1
C -3.212045 -0.620388 0.077349 0.0 -1.8 -0.3
C 1.067570 -0.530850 -1.068926 0.6 -1.0 -0.3
O -2.434454 1.706879 -0.156815 0.1 -0.7 0.2
O 3.014377 -0.955632 0.600519 -1.6 -1.1 -2.2
S 2.242988 0.444285 -0.075267 -1.2 -0.2 -1.0
H 1.790132 2.108256 1.202845 -0.8 0.4 0.0
H 0.125876 1.201280 1.054607 1.1 -0.2 -0.5
H -2.740637 -1.475767 -0.418434 0.4 0.8 -0.1
H 3.364644 -0.677778 1.401461 1.2 0.8 2.5
H -4.088243 -1.018775 0.584614 0.1 1.1 0.2
H 0.107332 -0.066218 -0.938940 -0.3 0.2 -0.1
H 1.359753 -0.515048 -2.119929 0.0 0.2 0.1
H 1.008613 -1.593847 -0.782077 0.3 0.5 0.2
```
Positions in Å, forces in eV/Å.

Values from the calculation:
M   120.2 g mol⁻¹
LUMO level   0.8 eV
HOMO   -8.48 eV
2S+1   1
Maximum force   2.97 eV/A
Energy above the lowest of the compared OMol25 structures with the same formula, charge and spin   423.7 kJ/mol
Orbital gap   9.27 eV
DFT total energy   -19204.007 eV

Here are the natural (NBO) charges for atoms 1 to 2, given in e: number 1, C, carries -0.924; number 2, C, carries 0.718